(1)
# C5H6O

One molecule with the formula C5H6O (wB97M-V/def2-TZVPD, the OMol25 dataset).

Each line ends with the Löwdin charge.
Element x y z (Å)
1 O 1.0269 1.7338 -1.2293  0.051
2 C 1.1975 1.3683 -0.0912  -0.255
3 C 0.9294 -0.0411 0.3898  -0.161
4 C -0.0381 -0.8077 -0.5231  -0.210
5 C -1.4266 -0.6280 -0.0880  -0.147
6 C -2.5406 -0.4804 0.3439  0.109
7 H 1.6131 2.0642 0.6677  0.121
8 H 0.5602 -0.0170 1.4204  0.117
9 H 1.9123 -0.5321 0.4319  0.123
10 H 0.0838 -0.4421 -1.5490  0.113
11 H 0.1999 -1.8765 -0.5243  0.117
12 H -3.5177 -0.3413 0.7512  0.023

Cartesian forces (eV/Å) of the 2 atoms listed first:
O 0.0 -0.1 0.5
C 0.0 0.1 -0.3

Kohn-Sham gap	0.40056	hartree
net charge	0
molecular weight	82.10	g/mol
largest force on an atom	0.0105	Eh/bohr

(2)
# C40H26F3N2O3RuSSb

C40H26F3N2O3RuSSb as an isolated structure in a non-equilibrium geometry (wB97M-V/def2-TZVPD, the OMol25 dataset).

Each line ends with the Löwdin charge.
Element x y z (Å)
1 Ru 1.0184 1.2833 -0.1383  1.233
2 C -2.4861 2.9062 1.7894  -0.045
3 C -3.4567 2.6631 0.8215  -0.021
4 C -3.1286 1.9927 -0.3449  -0.005
5 C -1.8171 1.5639 -0.5527  -0.205
6 C -0.8095 1.8342 0.4039  -0.301
7 C -1.1773 2.4923 1.5947  -0.085
8 C -1.3691 0.8189 -1.7298  -0.234
9 C -2.2399 0.5140 -2.7919  0.018
10 C -1.7832 -0.2146 -3.8469  0.033
11 C -0.4454 -0.6569 -3.8594  -0.148
12 C 0.0546 -1.4325 -4.9294  -0.006
13 C 1.3540 -1.8513 -4.9349  -0.032
14 C 2.1945 -1.4973 -3.8638  -0.023
15 C 1.7384 -0.7466 -2.8111  -0.016
16 C 0.4022 -0.3074 -2.7785  -0.180
17 N -0.0822 0.4396 -1.7141  0.044
18 H -2.7500 3.4356 2.6963  0.128
19 H -4.4724 3.0004 0.9793  0.130
20 H -3.9013 1.8134 -1.0795  0.120
21 H -0.4266 2.7289 2.3364  0.110
22 H -3.2591 0.8656 -2.7635  0.116
23 H -2.4335 -0.4589 -4.6780  0.138
24 H -0.6148 -1.6805 -5.7438  0.128
25 H 1.7407 -2.4418 -5.7539  0.123
26 H 3.2287 -1.8175 -3.8691  0.124
27 H 2.4198 -0.4748 -2.0229  0.065
28 O 5.5421 1.7105 -1.0582  -0.220
29 S 4.1707 1.8793 -0.7600  0.714
30 O 3.3079 0.6616 -0.7369  -0.395
31 N 3.7870 2.5786 0.6467  0.003
32 C 2.5604 2.9937 0.4391  -0.547
33 O 1.5702 2.7817 1.2340  -0.130
34 C 2.2146 3.4017 -0.9714  -0.207
35 C 1.1007 4.0671 -1.4669  0.002
36 C 1.0496 4.2887 -2.8464  -0.036
37 C 2.0639 3.8438 -3.6787  -0.022
38 C 3.1621 3.1223 -3.1861  0.004
39 C 3.2053 2.9267 -1.8339  -0.201
40 H 0.3356 4.4455 -0.8007  0.128
41 H 0.2200 4.8398 -3.2684  0.119
42 H 2.0067 4.0523 -4.7391  0.123
43 H 3.9283 2.7445 -3.8498  0.135
44 F -1.4842 -1.3693 7.7000  0.119
45 C -1.4671 -1.2108 6.3828  -0.255
46 C -0.4995 -1.8793 5.6471  0.030
47 C -0.4810 -1.7090 4.2750  -0.106
48 C -1.4253 -0.8819 3.6634  -0.385
49 C -2.3869 -0.2218 4.4241  -0.110
50 C -2.4122 -0.3844 5.7988  0.025
51 Sb -1.3679 -0.6504 1.5828  1.870
52 C 0.7383 -0.4350 1.1951  -0.474
53 C 1.5032 0.1694 2.2429  -0.114
54 C 2.8197 -0.1559 2.4628  0.034
55 C 3.3770 -1.1599 1.6801  -0.237
56 F 4.6316 -1.4814 1.8755  0.167
57 C 2.6628 -1.8621 0.7016  0.024
58 C 1.3663 -1.5048 0.4695  -0.106
59 C -1.9113 -2.4690 0.6966  -0.360
60 C -2.4769 -3.4672 1.4913  -0.091
61 C -2.8386 -4.6774 0.9257  0.034
62 C -2.6435 -4.8572 -0.4338  -0.248
63 F -2.9893 -6.0140 -0.9827  0.124
64 C -2.1070 -3.8709 -1.2501  0.032
65 C -1.7487 -2.6664 -0.6767  -0.113
66 H 0.2131 -2.5152 6.1546  0.137
67 H 0.2723 -2.2301 3.6927  0.114
68 H -3.1231 0.4197 3.9548  0.102
69 H -3.1459 0.1120 6.4188  0.136
70 H 1.0417 0.9297 2.8601  0.115
71 H 3.4260 0.3480 3.2028  0.149
72 H 3.1589 -2.6466 0.1463  0.145
73 H 0.8028 -2.0322 -0.2908  0.099
74 H -2.6327 -3.3142 2.5531  0.109
75 H -3.2699 -5.4749 1.5151  0.139
76 H -1.9860 -4.0610 -2.3079  0.134
77 H -1.3404 -1.8864 -1.3095  0.080

Cartesian forces (eV/Å) of the 2 atoms listed first:
Ru -1.8 0.8 -0.6
C 0.4 0.1 0.2

Kohn-Sham gap (alpha / beta)	0.17087 / 0.17201	hartree
net charge	+2
molecular weight	894.55	g/mol
largest force on an atom	0.0494	Eh/bohr

(3)
# C4H11N2O

A 2-piece molecular cluster, C4H11N2O overall in a non-equilibrium geometry (wB97M-V/def2-TZVPD, the OMol25 dataset).

Each line ends with the Löwdin charge.
Element x y z (Å)
1 C 0.0953 -1.4003 0.8783  -0.049
2 C -1.0197 -1.1314 -0.1903  -0.055
3 C 0.3319 0.1697 1.0355  -0.306
4 C -0.7450 0.3321 0.0109  -0.219
5 N -1.5606 1.2924 -0.2770  0.277
6 N 1.5712 0.7428 0.7346  0.070
7 O 0.5906 0.5230 -1.7548  -0.044
8 H -0.2066 -1.8407 1.7407  0.069
9 H 1.0520 -1.9493 0.5222  0.155
10 H -0.7761 -1.5368 -1.1278  0.100
11 H -2.0848 -1.5315 -0.1108  0.164
12 H -0.0857 0.4542 1.9505  0.152
13 H -2.2139 1.3132 -1.0498  0.165
14 H -1.4385 2.1986 -0.0183  0.109
15 H 2.0763 0.2698 -0.0265  0.090
16 H 2.2057 1.0005 1.4719  0.102
17 H 1.1545 -0.2429 -1.6171  0.064
18 H 1.0535 1.3368 -2.1721  0.156

Cartesian forces (eV/Å) of the 2 atoms listed first:
C 2.3 0.8 -2.6
C -0.6 -0.4 1.0

Kohn-Sham gap	0.34928	hartree
net charge	+1
molecular weight	103.14	g/mol
largest force on an atom	0.0703	Eh/bohr